# 1
ORCA calculation (the ωB97M-V functional and the def2-TZVPD basis) on a cluster of 6 separate species, C60H75F5NO5 in total.

The geometry in XYZ format:
```
146
C60H75F5NO5 (the ωB97M-V functional and the def2-TZVPD basis)
C -5.30383 0.16620 -6.14688
C -4.90749 0.55414 -4.77206
O -4.33789 1.54138 -4.54412
O -5.29495 -0.24777 -3.77519
C -5.15115 -1.65557 -3.92181
C -3.74782 -2.17847 -3.61275
C -3.10780 -1.41377 -2.45132
C -3.72481 -1.60551 -1.08365
O -2.69708 -1.88028 -0.15085
C -3.20647 -2.31569 1.09172
C -2.22895 -2.09017 2.21203
O -2.35369 -0.87774 2.93796
C -1.92971 0.30008 2.34045
C -0.55113 0.54627 2.20531
C -0.10586 1.74389 1.62317
C -0.99819 2.74509 1.17282
C -0.51332 4.06138 0.56904
C -1.47701 4.56605 -0.48591
C -0.50126 5.08711 1.71147
C 0.91738 4.02789 0.03376
C 1.23475 3.39823 -1.33331
C 0.61257 2.02861 -1.54482
C 2.76484 3.22221 -1.39037
C 0.82402 4.31249 -2.49230
C -2.38091 2.48469 1.34509
C -2.85116 1.28386 1.92408
C -2.82391 -1.99867 -4.85270
C -2.01047 -3.21169 -5.28060
C -0.73424 -2.74464 -5.98840
C -2.79363 -4.11179 -6.23740
N -1.59095 -3.97084 -4.06840
O -0.60829 -3.43508 -3.44760
C -2.68172 -4.50741 -3.19140
C -2.19372 -4.55547 -1.75669
C -3.01626 -5.94386 -3.58489
C -3.94790 -3.66272 -3.35250
H -5.81926 1.00886 -6.58175
H -5.94748 -0.69420 -6.20877
H -4.40434 0.01922 -6.72215
H -5.44802 -1.97284 -4.91271
H -5.86183 -2.08809 -3.23062
H -2.06319 -1.68721 -2.41340
H -3.12860 -0.36156 -2.68857
H -4.44609 -2.42209 -1.07653
H -4.26730 -0.71219 -0.78544
H -3.39299 -3.38816 1.03504
H -4.15750 -1.83946 1.30988
H -1.22056 -2.19378 1.82353
H -2.37276 -2.87247 2.94168
H 0.14784 -0.19174 2.55294
H 0.95287 1.88949 1.53527
H -1.03981 5.37298 -1.04993
H -2.37166 4.95714 -0.02222
H -1.78604 3.80377 -1.18115
H 0.35142 4.91552 2.34943
H -0.40742 6.08026 1.29178
H -1.39338 5.01903 2.31352
H 1.55923 3.58008 0.77863
H 1.23061 5.06397 -0.03310
H 1.06710 1.29527 -0.89197
H 0.82515 1.70076 -2.55450
H -0.45014 2.01265 -1.36797
H 3.23189 4.10808 -1.80268
H 3.19423 3.08745 -0.40778
H 3.03656 2.39850 -2.03275
H 1.54641 4.24897 -3.29246
H -0.12395 4.00499 -2.91481
H 0.69766 5.33853 -2.18070
H -3.11543 3.20747 1.04184
H -3.90136 1.10217 2.05890
H -3.43272 -1.74017 -5.70952
H -2.16761 -1.16024 -4.66912
H -0.32918 -1.85599 -5.53360
H 0.01901 -3.51522 -5.95530
H -0.95630 -2.51488 -7.01810
H -2.50121 -5.14345 -6.11144
H -2.57241 -3.83867 -7.25550
H -3.86269 -4.03216 -6.11361
H -1.72738 -3.64248 -1.43439
H -3.05803 -4.72423 -1.12836
H -1.52598 -5.39182 -1.60848
H -2.10822 -6.51997 -3.68050
H -3.59897 -5.99887 -4.49117
H -3.61194 -6.39083 -2.80065
H -4.57055 -3.84503 -2.49030
H -4.51060 -4.04161 -4.19736
F 5.04369 -2.50946 -0.02830
C 5.57667 -2.33088 1.19727
C 5.50826 -3.36827 2.10269
C 6.06768 -3.19127 3.35926
C 6.67275 -1.98646 3.69065
C 6.72280 -0.95662 2.76110
C 6.17529 -1.12370 1.49691
H 5.02878 -4.29554 1.82010
H 6.03151 -3.99386 4.07637
H 7.10728 -1.85193 4.67209
H 7.19396 -0.01696 3.01660
H 6.21111 -0.34136 0.75218
F 2.05941 6.77034 2.60052
C 2.74588 6.64016 3.75407
C 2.74484 5.42463 4.41426
C 3.42985 5.33174 5.61936
C 4.10170 6.43328 6.13150
C 4.09197 7.63524 5.44081
C 3.40603 7.74877 4.24259
H 2.20152 4.58500 4.00199
H 3.42504 4.40374 6.17268
H 4.62324 6.35681 7.07592
H 4.60867 8.49604 5.84249
H 3.37662 8.67778 3.69015
F 5.70558 -4.66284 6.10620
C 5.06028 -4.13733 7.17322
C 5.58975 -3.02194 7.78893
C 4.94040 -2.51906 8.90772
C 3.78382 -3.12516 9.37822
C 3.26748 -4.23542 8.72596
C 3.90860 -4.75542 7.61182
H 6.50032 -2.57673 7.41133
H 5.34178 -1.65821 9.42167
H 3.28900 -2.73180 10.25537
H 2.36804 -4.71047 9.09257
H 3.53233 -5.62569 7.09200
F -4.51511 -3.51025 -9.85149
C -5.11381 -2.40466 -10.34262
C -4.83567 -1.18702 -9.75775
C -5.45017 -0.05084 -10.26286
C -6.32938 -0.14832 -11.33213
C -6.59209 -1.38771 -11.89934
C -5.98119 -2.53209 -11.40758
H -4.14810 -1.13919 -8.92374
H -5.23840 0.91285 -9.81980
H -6.80732 0.73899 -11.72295
H -7.27815 -1.46744 -12.73113
H -6.16733 -3.50667 -11.83715
F 4.72794 0.31603 10.58046
C 5.04604 1.32013 9.73288
C 5.77474 2.38288 10.21877
C 6.09018 3.41263 9.34823
C 5.66939 3.37802 8.02571
C 4.94589 2.28466 7.56013
C 4.63463 1.23619 8.41876
H 6.07880 2.39937 11.25626
H 6.66115 4.25644 9.71060
H 5.90712 4.20299 7.36810
H 4.61662 2.24412 6.53071
H 4.07317 0.37357 8.08560
```

The spin multiplicity is 2. Its electronic energy is -88748.936 eV. The HOMO-LUMO gap (spin up / spin down) comes out at 8.608 / 8.720 eV. The LUMO energy (spin up / spin down) is 0.4649 / 0.4647 eV. The calculation puts the HOMO energy (spin up / spin down) at -8.143 / -8.255 eV. For the molar mass, the calculation gives 985.25 g mol⁻¹.

Atomic partial charges in e from the Mulliken method, atoms 1 to 99: C -0.984; C 0.745; O -0.528; O -0.335; C -1.360; C 3.846; C -2.419; C -1.267; O -0.161; C -0.632; C -0.969; O -0.550; C 0.354; C -0.665; C -0.280; C -0.372; C 3.793; C -2.538; C -1.929; C -2.881; C 3.275; C -2.335; C -1.925; C -2.002; C -0.522; C -0.881; C -1.903; C 2.384; C -1.896; C -2.112; N 0.616; O -0.641; C 1.783; C -1.843; C -2.031; C -3.348; H 0.479; H 0.396; H 0.134; H 0.456; H 0.358; H 0.843; H 0.922; H 0.488; H 0.633; H 0.475; H 0.435; H 0.327; H 0.422; H 0.530; H 0.461; H 0.398; H 0.697; H 0.252; H 0.166; H 0.542; H 0.448; H 0.472; H 0.632; H 0.377; H 0.725; H 0.240; H 0.468; H 0.378; H 0.427; H 0.563; H 0.361; H 0.311; H 0.369; H 0.485; H -0.070; H 0.337; H 0.375; H 0.470; H 0.426; H 0.360; H 0.593; H 0.315; H 0.268; H 0.387; H 0.613; H 0.422; H 0.420; H 0.407; H 1.062; H 0.446; F -0.318; C 0.427; C -0.649; C -0.116; C -0.550; C -0.276; C -0.590; H 0.432; H 0.469; H 0.341; H 0.389; H 0.450; F -0.227

=====

# 2
ORCA calculation (the ωB97M-V functional and the def2-TZVPD basis) on a cluster of 14 separate species, C60H83N16O in total.

The geometry in XYZ format:
```
160
C60H83N16O (the ωB97M-V functional and the def2-TZVPD basis)
C -5.88930 -3.78023 -3.01383
C -4.47879 -4.32980 -2.73109
C -4.19235 -4.52275 -1.24447
C -4.21537 -3.23138 -0.44737
O -2.88130 -2.66418 -0.46196
N -2.88803 -1.30689 -0.65781
C -3.12234 -0.75031 -1.86046
N -2.60413 -1.34230 -2.95850
C -3.31328 -0.92062 -4.18711
C -3.13032 0.58306 -4.28503
C -3.93755 1.18513 -3.12215
N -3.87756 0.37254 -1.87482
H -6.58038 -4.03793 -2.21484
H -5.89193 -2.70743 -3.20244
H -6.27124 -4.24521 -3.91974
H -4.41484 -5.30543 -3.21036
H -3.71876 -3.71305 -3.21086
H -3.18691 -4.93063 -1.13850
H -4.91356 -5.22297 -0.83090
H -4.95873 -2.52186 -0.80879
H -4.46240 -3.45827 0.58999
H -2.60181 -0.71848 0.11522
H -1.59677 -1.21838 -3.01730
H -2.98020 -1.45693 -5.06795
H -4.37143 -1.10978 -4.01649
H -3.52662 0.98896 -5.21128
H -2.08381 0.85669 -4.15657
H -4.97275 1.31286 -3.42306
H -3.52582 2.16560 -2.89539
H -4.79085 0.11731 -1.51428
N -1.22835 -2.82477 3.71743
C -1.21674 -3.85798 4.61616
C -2.11473 -4.79617 4.18534
C -2.68815 -4.31332 2.97751
C -2.12224 -3.09406 2.71561
H -0.66420 -1.99804 3.78069
H -0.57301 -3.83844 5.47981
H -2.33510 -5.72743 4.67864
H -3.43060 -4.80992 2.37482
H -2.27348 -2.40416 1.90816
N -0.81145 -1.98621 -6.71511
C -0.83239 -3.35205 -6.59091
C -0.68117 -3.88236 -7.84285
C -0.57146 -2.79686 -8.75573
C -0.65628 -1.64038 -8.03195
H -0.88944 -1.34090 -5.95406
H -0.94016 -3.81747 -5.62807
H -0.65130 -4.93219 -8.08109
H -0.44006 -2.86068 -9.82269
H -0.61272 -0.60893 -8.33658
N 1.32532 4.18647 -2.37399
C 0.39562 3.45558 -1.69728
C -0.42949 2.87244 -2.62415
C 0.02568 3.26554 -3.91333
C 1.11034 4.07598 -3.72153
H 2.05897 4.72586 -1.94374
H 0.39644 3.41116 -0.62168
H -1.26836 2.22944 -2.40921
H -0.39105 2.98969 -4.86807
H 1.74873 4.57492 -4.42995
N -1.62301 2.64780 3.14944
C -2.09842 2.86781 1.88723
C -2.44952 1.65274 1.35961
C -2.17443 0.66695 2.34609
C -1.66842 1.31477 3.43857
H -1.29557 3.36181 3.77478
H -2.15204 3.86133 1.47711
H -2.86679 1.50001 0.37666
H -2.33881 -0.39575 2.27490
H -1.34393 0.93407 4.39129
N 0.01999 -3.87095 -2.48398
C 1.11902 -3.43647 -1.78748
C 2.20921 -4.11056 -2.26792
C 1.75485 -4.98696 -3.29110
C 0.40482 -4.81308 -3.40568
H -0.92215 -3.55848 -2.33660
H 1.03024 -2.69444 -1.01207
H 3.22181 -3.99448 -1.92071
H 2.35192 -5.66844 -3.87217
H -0.31855 -5.28131 -4.05082
N 1.62359 7.55132 -4.44197
C 2.58177 8.36143 -4.99024
C 1.98019 9.52598 -5.37877
C 0.60037 9.41616 -5.05282
C 0.41182 8.18962 -4.47602
H 1.78013 6.63375 -4.07556
H 3.60725 8.03922 -5.05234
H 2.47183 10.36425 -5.84211
H -0.16447 10.15504 -5.22185
H -0.47467 7.71697 -4.08928
N -1.70172 -0.55648 6.82919
C -1.19570 0.15627 7.88453
C -2.22944 0.41929 8.74324
C -3.40173 -0.16136 8.18729
C -3.04408 -0.75926 7.01020
H -1.16960 -0.88662 6.04745
H -0.15095 0.41099 7.93391
H -2.15416 0.96416 9.66923
H -4.39240 -0.14713 8.60837
H -3.62464 -1.31017 6.28971
N 2.63631 1.23941 9.47092
C 2.93711 0.05897 8.84379
C 3.92309 -0.55858 9.56434
C 4.22758 0.27982 10.67052
C 3.41751 1.37938 10.58567
H 1.95068 1.90242 9.16286
H 2.42693 -0.23943 7.94394
H 4.37614 -1.50615 9.32685
H 4.95801 0.09542 11.43971
H 3.33022 2.24467 11.21951
N 5.60725 7.01812 0.06880
C 4.53985 7.28376 0.88136
C 3.43683 7.44502 0.08635
C 3.85866 7.26572 -1.26027
C 5.20334 7.00117 -1.23609
H 6.54674 6.86227 0.38423
H 4.65725 7.33605 1.95019
H 2.44070 7.66921 0.42978
H 3.24754 7.33068 -2.14622
H 5.90210 6.80765 -2.03158
N 1.13947 -9.03036 -1.48456
C 1.69249 -10.06281 -2.19253
C 1.44410 -9.84084 -3.51998
C 0.71429 -8.62438 -3.61601
C 0.54522 -8.14829 -2.34327
H 1.16729 -8.93510 -0.48698
H 2.21261 -10.86223 -1.69411
H 1.75069 -10.47816 -4.33196
H 0.35645 -8.15484 -4.51757
H 0.05666 -7.26267 -1.97722
N 4.14980 -2.82370 -9.01017
C 5.15126 -2.08352 -9.57713
C 4.58789 -0.95552 -10.10976
C 3.19111 -1.01838 -9.85144
C 2.95232 -2.18246 -9.17015
H 4.27426 -3.70492 -8.54872
H 6.17290 -2.42106 -9.55421
H 5.11651 -0.17326 -10.62771
H 2.44783 -0.29178 -10.13489
H 2.03856 -2.60438 -8.78895
N -1.50633 -3.61688 10.11629
C -1.96754 -3.35958 8.85643
C -2.31701 -4.55737 8.28862
C -2.05745 -5.57503 9.24830
C -1.55895 -4.96151 10.36559
H -1.17812 -2.92191 10.76060
H -2.00749 -2.35631 8.47415
H -2.71934 -4.68940 7.29731
H -2.22041 -6.63325 9.13206
H -1.24039 -5.36432 11.31133
N 5.11618 10.96083 4.13363
C 4.56797 9.80719 3.64637
C 4.03367 9.11907 4.70348
C 4.26910 9.89062 5.87398
C 4.93733 11.02116 5.48826
H 5.58030 11.65722 3.58137
H 4.60213 9.57850 2.59514
H 3.52855 8.16903 4.64570
H 3.98009 9.64429 6.88157
H 5.29850 11.85879 6.05916
```

The value obtained for the relative energy (zero: lowest compared OMol25 entry of this formula, charge and spin) is 0.0 kJ/mol. Its electronic energy is -89443.835 eV. Its net charge is +1. The HOMO-LUMO gap comes out at 5.677 eV. The LUMO energy is -3.6284 eV. The calculation puts the HOMO energy at -9.305 eV. For the molar mass, the calculation gives 1044.43 g mol⁻¹.

Atomic partial charges in e from the Mulliken method, atoms 1 to 99: C -1.296; C 0.145; C -1.104; C -0.065; O -0.328; N 0.667; C -0.678; N 0.330; C -0.816; C -0.296; C -0.939; N 0.095; H 0.320; H 0.278; H 0.381; H 0.545; H -0.292; H 0.286; H 0.497; H 0.331; H 0.381; H -0.265; H 0.403; H 0.693; H -0.025; H 0.496; H 0.034; H 0.468; H 0.398; H 0.328; N -0.010; C -0.578; C -0.988; C -0.401; C 0.409; H 0.244; H 0.520; H 0.488; H 0.492; H -0.097; N 0.103; C -0.128; C -0.444; C -0.805; C -0.367; H 0.192; H 0.181; H 0.433; H 0.452; H 0.437; N 0.092; C -1.066; C 0.427; C -0.865; C -0.636; H 0.191; H 0.479; H 0.273; H 0.467; H 0.628; N 0.077; C -0.963; C -0.396; C 0.413; C -0.832; H 0.197; H 0.458; H 0.581; H 0.169; H 0.252; N 0.472; C -0.369; C -0.811; C -0.551; C -0.933; H 0.073; H 0.454; H 0.433; H 0.524; H 0.672; N 0.136; C -0.555; C -0.383; C -0.642; C -0.325; H 0.192; H 0.367; H 0.423; H 0.390; H 0.386; N 0.380; C -0.539; C -0.418; C -0.386; C -0.859; H 0.083; H 0.300; H 0.421; H 0.422